Molecular formula: C24H29AuBN6O4SSe
Method: DFT, ωB97M-V/def2-TZVPD

CARTESIAN COORDINATES (ANGSTROEM)
Au: -1.7196 1.0935 -1.0132
N: 4.2572 -0.9839 3.5704
C: 3.0070 -0.5522 3.2275
C: 2.2152 -1.2942 2.3386
C: 0.9614 -0.8489 1.9748
C: 0.4691 0.3345 2.5152
C: 1.2415 1.0869 3.3984
C: 2.5010 0.6503 3.7443
S: -1.1126 0.9158 2.0900
O: -1.5944 1.7625 3.1301
O: -1.8964 -0.2221 1.6546
N: -0.9844 1.8307 0.7178
C: -0.6746 3.1892 0.6846
N: -0.0373 3.7396 1.7054
C: 0.2487 5.0349 1.5700
C: -0.0504 5.7500 0.4251
C: -0.6774 5.0479 -0.5900
N: -1.0179 3.7712 -0.4604
H: 4.5586 -1.9066 3.3177
H: 4.7623 -0.5255 4.3060
H: 2.5910 -2.2315 1.9456
H: 0.3501 -1.4329 1.2991
H: 0.8404 2.0049 3.8053
H: 3.1016 1.2286 4.4357
H: 0.7575 5.5007 2.4060
H: 0.2104 6.7924 0.3221
H: -0.9180 5.5178 -1.5368
C: 3.2556 2.3377 -2.5244
C: 2.5134 1.5306 -1.4812
C: 3.1311 1.7118 -0.1055
O: 1.1471 2.0756 -1.3859
B: 0.3490 1.0116 -1.2457
O: 0.8846 -0.2107 -1.3963
C: 2.2653 0.0307 -1.8749
C: 2.2402 -0.2169 -3.3728
C: 3.1802 -0.9552 -1.1845
H: 3.4222 3.3480 -2.1520
H: 2.6955 2.3990 -3.4551
H: 4.2296 1.8894 -2.7287
H: 3.0870 2.7681 0.1596
H: 4.1751 1.3972 -0.0999
H: 2.5894 1.1468 0.6558
H: 1.5361 0.4473 -3.8765
H: 1.9341 -1.2464 -3.5559
H: 3.2277 -0.0695 -3.8096
H: 3.0774 -0.9044 -0.1042
H: 4.2184 -0.7446 -1.4488
H: 2.9458 -1.9662 -1.5172
C: -4.4017 -2.4564 -3.2496
N: -4.1950 -2.3166 -1.8151
C: -3.9982 -1.1789 -1.1368
Se: -3.9706 0.5683 -1.8489
N: -3.8474 -1.4719 0.1574
C: -3.9048 -2.8486 0.3344
C: -3.7773 -3.6464 1.4633
C: -3.9011 -5.0082 1.2707
C: -4.1444 -5.5551 0.0014
C: -4.2696 -4.7576 -1.1201
C: -4.1411 -3.3891 -0.9210
H: -4.4857 -1.4695 -3.6925
H: -5.3177 -3.0151 -3.4301
H: -3.5569 -2.9834 -3.6901
H: -3.4870 -0.8041 0.8361
H: -3.5910 -3.2200 2.4395
H: -3.8127 -5.6722 2.1196
H: -4.2353 -6.6278 -0.1002
H: -4.4574 -5.1807 -2.0974

* charge: +1
* frontier orbital gap: 6.51 eV
* ΔE to the lowest compared entry with this formula, charge and spin: 60.4 kcal/mol
* DFT total energy: -123037.30487 eV

How is the electron density shared among the atoms? According to natural (NBO), the charges in e are: number 1, Au, carries 0.8224; number 2, N, carries -0.7825; number 3, C, carries 0.2006; number 4, C, carries -0.2460; number 5, C, carries -0.1628; number 6, C, carries -0.4505; number 7, C, carries -0.1182; number 8, C, carries -0.2794; number 9, S, carries 2.3654; number 10, O, carries -0.8941; number 11, O, carries -1.0108; number 12, N, carries -0.9221; number 13, C, carries 0.5400; number 14, N, carries -0.4730; number 15, C, carries 0.1062; number 16, C, carries -0.3285; number 17, C, carries 0.1091; number 18, N, carries -0.5058; number 19, H, carries 0.3961; number 20, H, carries 0.3990; number 21, H, carries 0.2112; number 22, H, carries 0.2411; number 23, H, carries 0.2580; number 24, H, carries 0.2226; number 25, H, carries 0.2078; number 26, H, carries 0.2387; number 27, H, carries 0.2080; number 28, C, carries -0.6333; number 29, C, carries 0.2524; number 30, C, carries -0.6342; number 31, O, carries -0.7501; number 32, B, carries 1.0564; number 33, O, carries -0.7560; number 34, C, carries 0.2671; number 35, C, carries -0.6408; number 36, C, carries -0.6375; number 37, H, carries 0.2303; number 38, H, carries 0.2272; number 39, H, carries 0.2236; number 40, H, carries 0.2304; number 41, H, carries 0.2249; number 42, H, carries 0.2215; number 43, H, carries 0.2183; number 44, H, carries 0.2284; number 45, H, carries 0.2286; number 46, H, carries 0.2306; number 47, H, carries 0.2253; number 48, H, carries 0.2259; number 49, C, carries -0.4147; number 50, N, carries -0.3497; number 51, C, carries 0.2990; number 52, Se, carries -0.1716; number 53, N, carries -0.5138; number 54, C, carries 0.1050; number 55, C, carries -0.2076; number 56, C, carries -0.1892; number 57, C, carries -0.1930; number 58, C, carries -0.2297; number 59, C, carries 0.1575; number 60, H, carries 0.2454; number 61, H, carries 0.2265; number 62, H, carries 0.2235; number 63, H, carries 0.4800; number 64, H, carries 0.2431; number 65, H, carries 0.2327; number 66, H, carries 0.2323; number 67, H, carries 0.2328

Molecular formula: C24H29ClMnN3P2
Method: DFT, ωB97M-V/def2-TZVPD

CARTESIAN COORDINATES (ANGSTROEM)
Mn: -0.1295 -0.1371 1.0769
Cl: -0.2354 -1.2843 3.0633
P: 0.9157 -1.1670 -0.5714
C: 2.0838 0.0528 -1.1652
C: 2.1342 0.3760 -2.5219
C: 3.1162 1.2474 -3.0060
C: 4.0150 1.8530 -2.1182
C: 3.9225 1.5814 -0.7429
C: 2.9615 0.6870 -0.2670
C: 1.8425 -2.6143 -0.0126
C: 1.1877 -3.6401 0.6731
C: 1.8882 -4.7635 1.1103
C: 3.2690 -4.8546 0.8694
C: 3.9315 -3.8261 0.1927
C: 3.2169 -2.7070 -0.2372
C: -0.2109 -1.7177 -1.8320
C: -1.6075 -1.6212 -1.6955
C: -2.4277 -2.1757 -2.6827
C: -1.8751 -2.8103 -3.8007
C: -0.4790 -2.9002 -3.9304
C: 0.3405 -2.3632 -2.9358
H: 0.1082 -3.5596 0.8851
H: 1.3753 -5.5694 1.6283
H: 3.8252 -5.7435 1.1987
H: 4.9966 -3.8918 -0.0155
H: 3.7301 -1.8966 -0.7665
H: 1.3997 -0.0527 -3.1998
H: 3.1857 1.4389 -4.0776
H: 4.8089 2.5140 -2.4993
H: 4.6194 2.0650 -0.0519
H: 2.8882 0.5021 0.8131
H: -2.0541 -1.1374 -0.8215
H: -3.5167 -2.1222 -2.5868
H: -2.5275 -3.2363 -4.5821
H: -0.0290 -3.3875 -4.7948
H: 1.4286 -2.4603 -3.0143
H: 0.3104 3.3931 -5.8872
H: -0.3292 2.9987 -6.0658
C: -4.0245 2.7011 2.4080
N: -3.4355 1.4545 2.9300
C: -2.4910 1.7525 4.0149
N: -1.4544 2.7149 3.6272
C: -2.0723 3.9430 3.0948
N: -2.9962 3.6677 1.9786
C: -2.2710 3.1934 0.7797
P: -1.4361 1.6543 1.1330
C: -2.8165 0.6583 1.8801
C: -0.5039 2.1348 2.6852
H: -4.5973 3.1809 3.2180
H: -4.6600 2.4770 1.5390
H: -1.9981 0.8168 4.3147
H: -3.0764 2.2179 4.8246
H: -1.2908 4.6215 2.7299
H: -2.6709 4.4092 3.8984
H: -2.9853 3.0167 -0.0368
H: -1.5236 3.9382 0.4813
H: -2.4473 -0.3086 2.2717
H: -3.5489 0.5111 1.0758
H: 0.2083 2.9168 2.3935
H: 0.0115 1.2580 3.1300

* multiplicity: 5
* charge: +2
* frontier orbital gap (spin up / spin down): 4.40 / 7.03 eV
* DFT total energy: -92231.87425 eV

How is the electron density shared among the atoms? According to natural (NBO), the charges in e are: number 1, Mn, carries 1.0713; number 2, Cl, carries -0.5256; number 3, P, carries 1.0231; number 4, C, carries -0.4521; number 5, C, carries -0.1655; number 6, C, carries -0.1851; number 7, C, carries -0.1357; number 8, C, carries -0.2114; number 9, C, carries -0.1377; number 10, C, carries -0.3126; number 11, C, carries -0.1980; number 12, C, carries -0.1800; number 13, C, carries -0.1209; number 14, C, carries -0.1980; number 15, C, carries -0.1934; number 16, C, carries -0.3451; number 17, C, carries -0.2095; number 18, C, carries -0.1839; number 19, C, carries -0.1455; number 20, C, carries -0.1819; number 21, C, carries -0.1914; number 22, H, carries 0.2286; number 23, H, carries 0.2480; number 24, H, carries 0.2496; number 25, H, carries 0.2484; number 26, H, carries 0.2334; number 27, H, carries 0.2393; number 28, H, carries 0.2506; number 29, H, carries 0.2530; number 30, H, carries 0.2496; number 31, H, carries 0.2046; number 32, H, carries 0.1928; number 33, H, carries 0.2434; number 34, H, carries 0.2530; number 35, H, carries 0.2504; number 36, H, carries 0.2335; number 37, H, carries -0.0030; number 38, H, carries 0.0034; number 39, C, carries -0.0824; number 40, N, carries -0.4144; number 41, C, carries -0.0868; number 42, N, carries -0.4052; number 43, C, carries -0.0834; number 44, N, carries -0.4063; number 45, C, carries -0.5224; number 46, P, carries 0.7223; number 47, C, carries -0.5122; number 48, C, carries -0.5122; number 49, H, carries 0.2386; number 50, H, carries 0.2146; number 51, H, carries 0.2244; number 52, H, carries 0.2357; number 53, H, carries 0.2148; number 54, H, carries 0.2400; number 55, H, carries 0.2627; number 56, H, carries 0.2628; number 57, H, carries 0.2609; number 58, H, carries 0.2471; number 59, H, carries 0.2504; number 60, H, carries 0.2512